Formula: C3H4INS
Source: OMol25
Level of theory: ωB97M-V/def2-TZVPD

Properties
LUMO level (spin up / spin down): 0.08 / 0.08 eV
Total energy: -867.2092 hartree
Orbital gap (spin up / spin down): 8.135 / 8.137 eV
Energy above the lowest of the compared OMol25 structures with the same formula, charge and spin: 296.0 kJ/mol
SMILES string: [S-]/[NH+]=C\I.C#C

ORCA input file:
```
! RIJCOSX wB97M-V def2-TZVPD def2/J DEFGRID3
* xyz 0 1
S -0.670 2.317 -1.356
N -0.932 0.718 -1.139
C -1.260 0.097 -0.038
I -1.492 1.161 1.720
H -0.810 0.136 -1.969
H -1.422 -0.964 -0.015
C 1.745 -0.325 0.933
C 1.543 -1.403 0.459
H 1.933 0.628 1.329
H 1.366 -2.365 0.076
*
```

Results of the natural (NBO) charge analysis, in e, for atoms 1 through 5: -0.15, -0.60, -0.10, 0.21, 0.42

---

Formula: C3H4INS
Source: OMol25
Level of theory: ωB97M-V/def2-TZVPD

Properties
LUMO level: -0.40 eV
Total energy: -867.2722 hartree
Orbital gap: 8.191 eV
Energy above the lowest of the compared OMol25 structures with the same formula, charge and spin: 130.6 kJ/mol

ORCA input file:
```
! RIJCOSX wB97M-V def2-TZVPD def2/J DEFGRID3
* xyz 0 1
C 1.577 -0.136 0.174
C -0.691 -0.754 0.179
C -0.884 0.695 -0.278
N 0.737 -1.009 0.054
S 0.398 1.858 0.207
I 3.571 -0.205 0.099
H -0.895 -0.756 1.311
H -1.203 -1.426 -0.484
H -0.736 0.717 -1.420
H -1.875 1.015 0.159
*
```

Results of the natural (NBO) charge analysis, in e, for atoms 1 through 5: 0.08, -0.25, -0.59, -0.45, -0.01

---

Formula: C3H4IO3S
Source: OMol25
Level of theory: ωB97M-V/def2-TZVPD

Properties
LUMO level: 2.78 eV
Total energy: -1038.3268 hartree
Orbital gap: 8.107 eV
Energy above the lowest of the compared OMol25 structures with the same formula, charge and spin: 2.1 kJ/mol
SMILES string: O=S(=O)([O-])C1(I)CC1

ORCA input file:
```
! RIJCOSX wB97M-V def2-TZVPD def2/J DEFGRID3
* xyz -1 1
O 0.681 -2.058 0.189
S -0.671 -1.504 0.158
O -1.544 -1.821 1.283
O -1.382 -1.551 -1.109
C -0.355 0.267 0.225
I -2.383 1.470 0.354
C 0.862 0.852 0.611
C 0.664 0.704 -0.891
H 1.723 0.184 0.950
H 0.988 2.004 1.025
H 0.433 1.652 -1.404
H 0.984 -0.199 -1.389
*
```

Results of the natural (NBO) charge analysis, in e, for atoms 1 through 5: -1.01, 2.40, -1.01, -1.02, -0.30

---

Formula: C3H4KLiO3
Source: OMol25
Level of theory: ωB97M-V/def2-TZVPD

Properties
LUMO level (spin up / spin down): -3.84 / -3.87 eV
Total energy: -949.6694 hartree
Orbital gap (spin up / spin down): 6.903 / 8.374 eV
Energy above the lowest of the compared OMol25 structures with the same formula, charge and spin: 197.6 kJ/mol
⟨S²⟩: 0.76

ORCA input file:
```
! RIJCOSX wB97M-V def2-TZVPD def2/J DEFGRID3
* xyz 1 2
O -1.212 0.817 -0.054
C -0.881 -0.525 0.102
C 0.384 -0.957 -0.573
O 2.298 -0.661 0.635
C 2.417 0.528 0.716
O 1.955 1.564 0.389
K -3.800 1.726 0.352
Li 0.110 2.001 -0.302
H -1.666 -1.209 -0.297
H -0.794 -0.789 1.177
H 0.634 -0.459 -1.516
H 0.556 -2.036 -0.631
*
```

Results of the natural (NBO) charge analysis, in e, for atoms 1 through 5: -1.13, -0.14, -0.28, -0.44, 1.00

---

Formula: C3H4KMgO4
Source: OMol25
Level of theory: ωB97M-V/def2-TZVPD

Properties
LUMO level: -14.41 eV
Total energy: -1216.5381 hartree
Orbital gap: 6.731 eV

ORCA input file:
```
! RIJCOSX wB97M-V def2-TZVPD def2/J DEFGRID3
* xyz 3 1
O 0.397 0.500 0.566
C 1.577 -0.017 0.026
C -0.784 0.411 0.011
O 2.299 0.880 -0.424
O 1.641 -1.227 -0.159
C -1.968 0.025 0.685
Mg 3.562 2.272 -0.313
H -2.717 0.823 0.712
H -1.748 -0.211 1.732
K 2.459 -3.777 0.831
O -0.987 0.021 -1.257
H -1.431 0.731 -1.783
H -2.300 -0.430 -0.627
*
```

Results of the natural (NBO) charge analysis, in e, for atoms 1 through 5: -0.46, 1.01, 0.87, -0.99, -0.59

---

Formula: C3H4Li3O2
Source: OMol25
Level of theory: ωB97M-V/def2-TZVPD

Properties
LUMO level: -3.62 eV
Total energy: -289.4418 hartree
Orbital gap: 6.651 eV

ORCA input file:
```
! RIJCOSX wB97M-V def2-TZVPD def2/J DEFGRID3
* xyz 1 1
O 0.269 0.430 0.841
C -0.351 1.600 0.566
C 0.898 -0.248 -0.340
O -0.978 2.044 1.556
C -0.159 -1.262 -0.722
Li -0.511 3.793 1.319
H 1.820 -0.753 -0.019
H 1.523 0.485 -0.864
H 0.483 -2.016 -0.233
H -0.999 -1.935 -0.994
Li -0.984 -0.169 -2.364
Li -1.010 -1.969 1.254
*
```

Results of the natural (NBO) charge analysis, in e, for atoms 1 through 5: -0.61, 0.24, -0.12, -0.87, -1.39